Record 1
C45H67GeMnN5P3 | ωB97M-V/def2-TZVPD

- LUMO level (spin up / spin down): -9.1 / -10.0 eV
- Energy above the lowest of the compared OMol25 structures with the same formula, charge and spin: 14.73 kcal per mole
- HOMO-LUMO gap (spin up / spin down): 0.216 / 0.183 hartree
- E: -6279.89698 a.u.
- HOMO energy (spin up / spin down): -14.95 / -14.95 eV

```
! wB97M-V def2-TZVPD RIJCOSX def2/J DEFGRID3
* xyz 3 6
Mn -0.5239 -0.0354 -0.8603
C 0.1151 5.0992 -1.4876
C -0.6043 3.8247 -1.0395
C -0.9860 3.9180 0.4404
P 0.3698 2.2886 -1.3593
C 1.9267 2.6013 -0.4089
N 2.3806 1.5188 0.4419
Ge 1.1833 -0.1183 0.9056
N 0.2592 0.5491 2.3936
C -1.1711 0.8136 2.4590
P -2.1219 0.0496 1.0813
C -3.5236 1.1895 0.6769
C -4.5839 0.3815 -0.0865
C -4.1294 1.9889 1.8318
C -2.8319 -1.4560 1.8927
C -3.8809 -1.1749 2.9720
C -1.6796 -2.2824 2.4848
C 1.0434 1.1506 3.3869
C 0.5470 1.9935 4.3792
C 1.4180 2.6290 5.2564
C 2.7897 2.4592 5.1504
C 3.2915 1.5994 4.1859
C 2.4170 0.9327 3.3484
N 2.8541 -0.0803 2.3783
C 3.9984 0.3573 1.6444
C 5.2857 -0.0732 1.8214
C 6.3106 0.5772 1.1297
C 6.0393 1.6760 0.2865
C 4.7546 2.0783 0.0587
C 3.6824 1.3675 0.6784
C 2.9768 -1.4051 2.9501
C 3.6565 -1.7013 4.1153
C 3.7840 -3.0239 4.5064
C 3.2317 -4.0207 3.7153
C 2.5177 -3.7080 2.5653
C 2.3626 -2.3780 2.1811
N 1.6020 -1.9551 1.0868
C 1.0396 -3.0087 0.2737
P 0.0276 -2.3887 -1.1085
C 1.0823 -2.6758 -2.6040
C 2.4465 -2.0177 -2.3455
C 1.2456 -4.1399 -3.0170
C -1.4440 -3.4993 -1.0248
C -2.5017 -3.1465 -2.0708
C -1.1470 -5.0043 -1.0247
C 1.0075 2.5044 -3.0899
C -0.0736 2.8394 -4.1285
C 1.8576 1.2915 -3.4798
H -0.5370 5.9490 -1.2811
H 0.3459 5.1221 -2.5514
H 1.0390 5.2603 -0.9282
H -1.5191 3.7065 -1.6273
H -0.1386 4.2343 1.0528
H -1.3493 2.9693 0.8261
H -1.7731 4.6606 0.5742
H 1.7373 3.4723 0.2240
H 2.6834 2.8836 -1.1376
H -1.3711 1.8873 2.4488
H -1.5787 0.4298 3.3988
H -3.0827 1.8966 -0.0335
H -5.1096 -0.3093 0.5702
H -4.1551 -0.1889 -0.9139
H -5.3260 1.0602 -0.5085
H -4.7119 1.3590 2.5005
H -4.8065 2.7365 1.4151
H -3.3845 2.5223 2.4224
H -3.3110 -2.0181 1.0859
H -3.5486 -0.4315 3.6984
H -4.0599 -2.1030 3.5183
H -4.8357 -0.8563 2.5622
H -1.3906 -1.8966 3.4642
H -0.7854 -2.2711 1.8630
H -1.9964 -3.3177 2.6225
H -0.5174 2.1571 4.4787
H 1.0176 3.2725 6.0292
H 3.4638 2.9759 5.8189
H 4.3618 1.4458 4.1001
H 5.5113 -0.8744 2.5119
H 7.3341 0.2594 1.2809
H 6.8574 2.2015 -0.1890
H 4.5666 2.9183 -0.5935
H 4.0913 -0.9160 4.7225
H 4.3176 -3.2717 5.4127
H 3.3487 -5.0572 4.0028
H 2.0792 -4.5038 1.9790
H 0.3856 -3.6549 0.8686
H 1.8254 -3.6468 -0.1468
H 0.5966 -2.1494 -3.4336
H 3.0815 -2.6668 -1.7401
H 2.3649 -1.0575 -1.8290
H 2.9598 -1.8474 -3.2928
H 1.5447 -4.7744 -2.1818
H 2.0295 -4.2021 -3.7737
H 0.3372 -4.5467 -3.4555
H -1.8420 -3.2309 -0.0413
H -2.1266 -3.3140 -3.0850
H -2.8500 -2.1157 -1.9810
H -3.3700 -3.7948 -1.9439
H -1.0317 -5.3867 -2.0359
H -2.0023 -5.5152 -0.5800
H -0.2652 -5.2847 -0.4486
H 1.6685 3.3709 -3.0166
H -0.9643 2.2121 -4.0969
H 0.3517 2.7453 -5.1282
H -0.4259 3.8651 -4.0248
H 1.2843 0.3593 -3.4721
H 2.7092 1.1560 -2.8072
H 2.2563 1.4227 -4.4862
N -1.4513 -0.0970 -2.8704
C -2.8081 0.2158 -3.3318
C -3.4575 -0.6265 -4.2171
C -4.7200 -0.2835 -4.6839
C -5.3161 0.9032 -4.2793
C -4.6479 1.7510 -3.4074
C -3.3920 1.4055 -2.9295
H -1.1780 -0.9851 -3.2830
H -0.8353 0.5892 -3.3000
H -2.9858 -1.5423 -4.5584
H -5.2277 -0.9382 -5.3796
H -6.2977 1.1709 -4.6481
H -5.1012 2.6862 -3.1040
H -2.8671 2.0577 -2.2382
*
```

***

Record 2
C4H11N3P | ωB97M-V/def2-TZVPD

- LUMO level: -4.3 eV
- Energy above the lowest of the compared OMol25 structures with the same formula, charge and spin: 15.94 kcal per mole
- HOMO-LUMO gap: 0.321 hartree
- E: -664.29606 a.u.
- HOMO energy: -13.05 eV

```
! wB97M-V def2-TZVPD RIJCOSX def2/J DEFGRID3
* xyz 1 1
H 3.4822 2.1110 -0.6214
P 3.1253 0.7959 -0.1985
N 1.5607 1.1915 -0.0728
C 0.6820 0.2369 0.9700
C 0.5777 -1.2766 0.7695
C 0.5562 -1.6099 -0.8142
N -0.7093 0.6921 0.9336
C -1.0734 1.3326 -0.0946
N -2.2360 1.8216 -0.2294
H 0.9373 0.4063 2.0458
H 1.5066 -1.6871 1.1873
H -0.2438 -1.4931 1.3945
H -0.5321 -1.8034 -1.0200
H 0.9177 -0.8724 -1.3561
H 1.1187 -2.5650 -0.8843
H -1.3686 0.3625 1.6179
H -0.3744 1.7591 -0.8505
H -2.3706 2.5922 -0.8657
H -3.0086 1.4864 0.3269
*
```

***

Record 3
C12H8ClKN3O6 | ωB97M-V/def2-TZVPD

- LUMO level: 2.7 eV
- Energy above the lowest of the compared OMol25 structures with the same formula, charge and spin: 12.78 kcal per mole
- HOMO-LUMO gap: 0.313 hartree
- E: -2137.83062 a.u.
- HOMO energy: -5.84 eV

```
! wB97M-V def2-TZVPD RIJCOSX def2/J DEFGRID3
* xyz -1 1
K -0.3843 -0.4257 0.8728
O 1.7980 0.2620 4.0442
C 1.7836 0.2995 2.8124
N 1.1802 1.1694 1.9976
C 0.8896 2.4523 2.2946
O 1.5916 3.2956 2.8375
C -0.4816 2.9383 1.7719
C -0.9945 4.1227 2.2832
C -2.2457 4.5381 1.8641
C -2.9438 3.7630 0.9496
C -2.3548 2.5961 0.4934
N -1.1479 2.1812 0.8919
C 2.5005 -0.8741 2.1003
C 3.4347 -1.6041 2.8266
C 4.1190 -2.6251 2.1957
C 3.8260 -2.9145 0.8698
C 2.8547 -2.1618 0.2357
N 2.2114 -1.1480 0.8224
H -0.3935 4.6750 2.9917
H -2.6758 5.4545 2.2519
H -3.9292 4.0437 0.6011
H -2.8718 1.9528 -0.2118
H 3.5850 -1.3448 3.8652
H 4.8651 -3.1970 2.7353
H 4.3230 -3.7155 0.3383
H 2.5636 -2.3857 -0.7850
O -2.8981 -2.9793 -1.2998
Cl -2.1923 -2.2427 -0.2790
O -2.6062 -2.6501 1.0572
O -2.4423 -0.7958 -0.4251
O -0.7397 -2.4527 -0.4046
*
```

***

> Among the records above, which one has the lowest energy above the lowest of the compared OMol25 structures with the same formula, charge and spin?

C12H8ClKN3O6

***

Repeat the second record exactly.
C4H11N3P | ωB97M-V/def2-TZVPD

- LUMO level: -4.3 eV
- Energy above the lowest of the compared OMol25 structures with the same formula, charge and spin: 15.94 kcal per mole
- HOMO-LUMO gap: 0.321 hartree
- E: -664.29606 a.u.
- HOMO energy: -13.05 eV

```
! wB97M-V def2-TZVPD RIJCOSX def2/J DEFGRID3
* xyz 1 1
H 3.4822 2.1110 -0.6214
P 3.1253 0.7959 -0.1985
N 1.5607 1.1915 -0.0728
C 0.6820 0.2369 0.9700
C 0.5777 -1.2766 0.7695
C 0.5562 -1.6099 -0.8142
N -0.7093 0.6921 0.9336
C -1.0734 1.3326 -0.0946
N -2.2360 1.8216 -0.2294
H 0.9373 0.4063 2.0458
H 1.5066 -1.6871 1.1873
H -0.2438 -1.4931 1.3945
H -0.5321 -1.8034 -1.0200
H 0.9177 -0.8724 -1.3561
H 1.1187 -2.5650 -0.8843
H -1.3686 0.3625 1.6179
H -0.3744 1.7591 -0.8505
H -2.3706 2.5922 -0.8657
H -3.0086 1.4864 0.3269
*
```

***

> The lowest energy above the lowest of the compared OMol25 structures with the same formula, charge and spin belongs to which entry?

C12H8ClKN3O6